## 1
Here is a 2-piece molecular cluster, C3H10N2S overall from the OMol25 dataset. Energies are from ωB97M-V/def2-TZVPD.

Each line ends with the Mulliken charge.
Cartesian coordinates (Å):
H  -3.076  -0.432  -1.266  0.3090
H  -1.447  0.142  -1.915  0.3569
N  -0.725  0.961  0.596  -0.5213
H  -2.784  0.352  0.818  0.3171
H  3.174  -2.047  0.797  0.2405
S  1.399  0.516  -0.386  -0.0210
H  -0.597  0.938  1.585  0.2487
C  3.340  -1.053  0.484  -0.6046
H  -0.753  1.996  0.427  0.2856
H  -1.635  -0.893  0.490  0.2576
H  -2.616  1.229  -1.307  0.2866
H  4.240  -1.002  -0.130  0.2310
N  2.234  -0.755  -0.564  -0.2509
C  -2.215  0.232  -1.226  -1.0593
H  3.313  -0.372  1.353  0.2995
C  -1.852  0.186  0.245  -0.3754

Calculated values
HOMO-LUMO gap = 7.93 eV
Lowest unoccupied orbital energy = 0.5 eV
Multiplicity = 1
Net charge = 0


## 2
Here is one molecule with the formula C3H10N2S from the OMol25 dataset. Energies are from ωB97M-V/def2-TZVPD.

Each line ends with the Mulliken charge.
Cartesian coordinates (Å):
H  1.905  0.732  -0.314  0.3816
C  -0.096  0.341  0.789  0.0583
S  -1.911  2.034  0.317  -0.2437
N  1.061  -1.439  -0.775  -0.6204
H  0.194  1.507  -1.044  0.2386
H  -1.008  0.150  -1.295  0.2585
N  -0.574  -0.953  1.286  -0.7390
H  -1.647  -1.138  1.372  0.2520
C  1.395  -0.142  0.181  -0.9329
H  0.742  -1.338  -1.891  0.2055
C  -0.715  1.017  -0.549  -0.4510
H  1.860  -0.541  1.029  0.4716
H  -0.038  -1.767  0.499  0.4076
H  0.291  1.125  1.511  0.3755
H  -3.045  2.605  -0.547  0.1224
H  1.585  -2.192  -0.569  0.2153

Calculated values
HOMO-LUMO gap = 9.24 eV
Lowest unoccupied orbital energy = 0.8 eV
Multiplicity = 1
Net charge = 0


Q: Which of them is the least stable? A: 2.


## 1
Here is C3H10N2S as an isolated structure from the OMol25 dataset. Energies are from ωB97M-V/def2-TZVPD.

Each line ends with the Mulliken charge.
Cartesian coordinates (Å):
H  -3.883  0.468  -1.128  0.2329
S  1.109  -0.175  0.875  -0.5342
H  -2.143  -0.007  1.266  0.3281
H  -1.557  1.228  -1.272  0.2310
H  1.726  -2.009  -0.465  0.2805
H  -0.227  0.674  0.136  0.0588
H  3.745  -0.970  -1.592  0.2894
N  -1.385  1.094  -0.273  -0.3866
H  1.128  -0.814  -1.476  0.2633
C  3.220  -0.426  -0.757  -0.9418
H  3.763  -0.621  0.184  0.2688
C  -2.372  0.444  0.324  0.1667
H  3.299  0.711  -0.970  0.2326
N  -3.642  0.331  -0.141  -0.3837
H  -4.274  -0.289  0.297  0.2408
C  1.796  -0.945  -0.582  -0.3468

Calculated values
HOMO-LUMO gap = 7.21 eV
Lowest unoccupied orbital energy = 0.2 eV
Multiplicity = 1
Net charge = 0


## 2
Here is one molecule with the formula C3H10N2S from the OMol25 dataset. Energies are from ωB97M-V/def2-TZVPD.

Each line ends with the Mulliken charge.
Cartesian coordinates (Å):
H  0.449  0.670  -0.881  0.3031
H  -0.170  -0.153  2.434  0.2883
H  -1.172  0.502  -0.272  0.3389
H  1.537  -0.019  2.240  0.4052
C  -0.285  -0.083  -0.548  -0.4189
H  1.492  2.008  1.804  0.2191
C  0.602  0.121  1.700  -0.5907
S  -1.202  -0.290  -3.161  -0.2175
H  0.366  -1.628  -1.934  0.3192
H  -0.180  1.987  1.780  0.1984
H  1.343  -1.116  0.306  0.2922
H  -1.205  -1.924  -1.444  0.3927
N  0.397  -0.843  0.560  -0.4534
H  -2.120  0.306  -2.430  0.0872
C  -0.520  -1.091  -1.606  -0.6853
N  0.669  1.554  1.452  -0.4786

Calculated values
HOMO-LUMO gap = 9.79 eV
Lowest unoccupied orbital energy = 0.9 eV
Multiplicity = 1
Net charge = 0


Q: Which of them is the least stable? A: 1.


## 1
Here is one molecule with the formula C3H10N2S from the OMol25 dataset. Energies are from ωB97M-V/def2-TZVPD.

Each line ends with the Mulliken charge.
Cartesian coordinates (Å):
H  -1.647  -0.447  -1.012  0.3299
H  1.314  0.444  -2.231  0.0814
H  1.698  0.255  1.405  0.1928
H  1.945  0.620  -0.207  0.1388
H  -0.629  -1.639  1.406  0.4296
H  -0.289  -1.557  -1.047  0.3981
C  -0.565  -0.520  -0.917  -0.8680
C  -0.701  -0.567  1.617  -0.7753
N  1.348  0.178  0.465  -0.5811
H  -1.747  -0.327  1.465  0.3268
C  -0.077  0.112  0.369  0.6173
H  -0.475  1.145  0.382  0.0456
H  0.164  -0.690  3.480  0.2046
H  -0.996  0.421  3.297  0.2718
S  0.002  0.341  -2.429  -0.2244
N  -0.173  0.028  2.849  -0.5880

Calculated values
HOMO-LUMO gap = 9.58 eV
Lowest unoccupied orbital energy = 1.0 eV
Multiplicity = 1
Net charge = 0


## 2
Here is a 2-piece molecular cluster, C3H10N2S overall from the OMol25 dataset. Energies are from ωB97M-V/def2-TZVPD.

Each line ends with the Mulliken charge.
Cartesian coordinates (Å):
C  0.439  0.359  1.570  -0.9102
C  1.157  -0.001  -2.164  -0.4502
H  -2.917  -0.040  0.619  0.2193
N  -2.179  -0.054  1.303  -0.4957
H  0.387  1.431  1.367  0.3012
H  -0.138  1.475  -1.891  0.2829
H  1.404  0.024  1.309  0.2967
N  -0.286  -2.029  0.800  -0.6926
H  -0.054  -2.412  -0.060  0.2802
H  1.574  2.012  -1.623  0.2947
H  -2.437  -0.338  2.218  0.1911
C  0.873  1.276  -1.908  -0.6386
H  2.207  -0.329  -2.277  0.2058
H  0.434  -0.776  -2.266  0.3187
S  -0.710  -0.601  0.478  0.3687
H  0.245  0.004  2.524  0.4280

Calculated values
HOMO-LUMO gap = 9.61 eV
Lowest unoccupied orbital energy = 0.8 eV
Multiplicity = 1
Net charge = 0


Q: Which of them is the least stable? A: 2.


## 1
Here is a 2-piece molecular cluster, C3H10N2S overall from the OMol25 dataset. Energies are from ωB97M-V/def2-TZVPD.

Each line ends with the Mulliken charge.
Cartesian coordinates (Å):
H  2.411  -1.050  -1.675  0.2201
H  -1.793  1.843  3.299  0.2993
H  -0.169  -1.331  -2.897  0.2922
C  1.080  -0.151  -0.468  0.3105
H  1.103  0.431  0.458  0.1230
S  -2.283  0.710  1.277  -0.1895
H  0.244  -2.301  -1.455  0.3356
C  -1.265  1.777  2.349  -0.7534
H  -1.384  -1.700  -1.619  0.2449
H  -1.529  0.624  0.154  0.0964
H  -0.313  1.310  2.611  0.2415
N  2.269  -0.788  -0.722  -0.4324
H  3.062  -0.458  -0.197  0.2453
H  -1.098  2.732  1.861  0.2678
N  0.009  -0.196  -1.154  -0.4540
C  -0.343  -1.452  -1.821  -0.8474

Calculated values
HOMO-LUMO gap = 9.19 eV
Lowest unoccupied orbital energy = 0.8 eV
Multiplicity = 1
Net charge = 0


## 2
Here is a 2-piece molecular cluster, C3H10N2S overall from the OMol25 dataset. Energies are from ωB97M-V/def2-TZVPD.

Each line ends with the Mulliken charge.
Cartesian coordinates (Å):
H  -2.024  0.586  1.434  0.3819
H  -3.236  0.262  0.302  0.2747
C  0.993  1.409  -0.938  -0.7799
N  -1.419  0.769  -0.459  -0.3842
H  -2.736  1.851  0.487  0.2678
H  1.278  1.911  -0.017  0.3056
H  0.820  -2.832  -1.141  0.2846
C  1.677  -2.743  -0.441  -0.8717
H  1.479  -2.800  0.590  0.3147
H  2.437  -1.969  -0.572  0.2844
H  0.176  1.927  -1.514  0.3100
C  -2.415  0.864  0.532  -0.7620
H  0.965  -0.400  1.883  0.2217
H  1.750  0.903  -1.514  0.2898
S  0.025  0.059  -0.097  0.5763
N  0.230  0.204  1.466  -0.7137

Calculated values
HOMO-LUMO gap (alpha / beta) = 7.54 / 8.14 eV
Lowest unoccupied orbital energy (alpha / beta) = -1.0 / -0.1 eV
Multiplicity = 1
Net charge = 0


Q: Which of them is the least stable? A: 2.


## 1
Here is a 2-piece molecular cluster, BrH4NSi overall from the OMol25 dataset. Energies are from ωB97M-V/def2-TZVPD.

Each line ends with the Mulliken charge.
Cartesian coordinates (Å):
H  -1.469  0.675  0.697  0.2479
H  1.909  0.390  -0.169  -0.0450
N  -0.484  0.892  0.557  -0.4748
Si  0.722  -0.394  0.319  0.2377
Br  0.914  -1.225  2.394  -0.1729
H  -0.584  1.625  -0.098  0.2487
H  -0.937  -1.904  -1.120  -0.0416

Calculated values
HOMO-LUMO gap (alpha / beta) = 8.64 / 7.40 eV
Lowest unoccupied orbital energy (alpha / beta) = -1.2 / -1.0 eV
Multiplicity = 1
Net charge = 0


## 2
Here is one molecule with the formula BrH4NSi from the OMol25 dataset. Energies are from ωB97M-V/def2-TZVPD.

Each line ends with the Mulliken charge.
Cartesian coordinates (Å):
H  -1.079  0.335  0.744  0.2213
Br  1.114  -2.027  -1.562  -0.2104
Si  0.751  -0.127  -0.634  0.4131
H  1.883  0.362  0.072  -0.1076
H  0.330  1.051  -1.654  -0.0905
N  -0.508  -0.511  0.484  -0.4534
H  -0.932  -1.373  0.582  0.2275

Calculated values
HOMO-LUMO gap = 10.79 eV
Lowest unoccupied orbital energy = 0.9 eV
Multiplicity = 1
Net charge = 0


Q: Which of them is the least stable? A: 1.


## 1
Here is a 2-piece molecular cluster, CH6N4 overall from the OMol25 dataset. Energies are from ωB97M-V/def2-TZVPD.

Each line ends with the Mulliken charge.
Cartesian coordinates (Å):
H  -2.003  0.705  -1.397  0.2860
N  1.535  -0.578  0.835  -0.6191
H  0.815  -0.922  1.573  0.2671
C  -0.326  0.071  -0.378  0.4795
N  -0.662  -1.107  -0.767  -0.7309
H  0.583  1.197  1.540  0.3415
H  -1.032  2.212  -0.885  0.2270
N  -1.160  1.148  -0.769  -0.4720
H  1.827  -1.163  0.195  0.2307
H  -0.305  -1.939  -0.369  0.2303
N  0.729  0.377  0.421  -0.2400

Calculated values
HOMO-LUMO gap = 8.97 eV
Lowest unoccupied orbital energy = 0.4 eV
Multiplicity = 1
Net charge = 0


## 2
Here is one molecule with the formula CH6N4 from the OMol25 dataset. Energies are from ωB97M-V/def2-TZVPD.

Each line ends with the Mulliken charge.
Cartesian coordinates (Å):
N  -0.105  -0.824  0.117  -0.0622
H  2.340  0.591  0.856  0.2270
N  -1.408  -0.739  0.182  -0.0949
N  -2.142  0.430  -0.104  -0.5699
H  2.258  -0.913  -0.101  0.3389
H  -2.216  0.995  0.743  0.2593
H  2.326  0.687  -0.907  0.2202
C  1.939  0.133  -0.051  -0.6465
H  -1.594  0.977  -0.770  0.3128
N  0.512  0.270  -0.038  -0.2327
H  -1.911  -1.607  0.072  0.2479

Calculated values
HOMO-LUMO gap = 10.40 eV
Lowest unoccupied orbital energy = 1.4 eV
Multiplicity = 1
Net charge = 0


Q: Which of them is the least stable? A: 1.